Record 1
{"formula": "C16H21ClO3", "method": "the ωB97M-V functional and the def2-TZVPD basis", "elements": ["O", "Cl", "O", "O", "C", "C", "C", "C", "C", "C", "C", "C", "C", "C", "C", "C", "C", "C", "C", "C", "H", "H", "H", "H", "H", "H", "H", "H", "H", "H", "H", "H", "H", "H", "H", "H", "H", "H", "H", "H", "H"], "coordinates": [[0.93, 0.43, -2.12], [-5.89, -1.87, 0.83], [-0.33, -2.13, -1.51], [1.48, 0.50, 0.07], [1.02, -0.05, -1.03], [-3.15, -1.58, 0.86], [-1.82, -1.55, 0.31], [-4.06, -1.79, -1.30], [-4.32, -1.69, 0.10], [-1.59, -1.84, -1.05], [-2.76, -1.88, -1.86], [-2.55, -2.29, -3.27], [1.97, -2.25, -1.52], [0.84, -1.61, -0.90], [1.44, 2.21, 3.02], [2.72, 2.78, 2.45], [0.23, 2.24, 2.07], [3.14, 2.08, 1.11], [0.66, 2.67, 0.57], [1.92, 1.92, 0.10], [-3.22, -1.53, 1.92], [-0.97, -1.32, 0.89], [-4.85, -1.97, -1.98], [-2.87, -1.55, -4.01], [-3.19, -3.13, -3.54], [-1.48, -2.53, -3.45], [2.35, -1.86, -2.48], [1.86, -3.32, -1.73], [2.85, -2.16, -0.84], [0.89, -1.90, 0.16], [1.33, 2.84, 3.72], [1.66, 1.22, 3.37], [2.56, 3.85, 2.16], [3.56, 2.64, 3.09], [-0.19, 1.20, 1.95], [-0.57, 2.94, 2.43], [3.88, 2.72, 0.60], [3.64, 1.08, 1.32], [0.90, 3.77, 0.54], [-0.23, 2.62, -0.06], [2.18, 2.06, -0.99]], "nbo_charge": [-0.60, 0.01, -0.50, -0.53, 0.78, -0.22, -0.27, -0.21, -0.05, 0.32, -0.05, -0.65, -0.62, 0.01, -0.41, -0.38, -0.40, -0.42, -0.43, 0.08, 0.22, 0.21, 0.21, 0.22, 0.22, 0.24, 0.23, 0.24, 0.22, 0.18, 0.20, 0.20, 0.19, 0.22, 0.21, 0.22, 0.22, 0.22, 0.21, 0.23, 0.23], "smiles": "Cc1cc(Cl)ccc1O[C@@H](C)C(=O)OC1CCCCC1", "e_above_lowest_kcal_mol": 4.3, "charge": 0, "gap_ev": 9.2, "molar_mass_g_mol": 296.8, "homo_ha": -0.3102}


Record 2
{"formula": "C16H21F3N3O", "method": "the ωB97M-V functional and the def2-TZVPD basis", "elements": ["O", "H", "C", "C", "N", "H", "C", "C", "C", "C", "C", "H", "H", "H", "H", "H", "H", "H", "H", "H", "H", "H", "H", "H", "C", "N", "C", "N", "C", "C", "C", "C", "C", "C", "H", "H", "H", "H", "C", "F", "F", "F", "H", "H"], "coordinates": [[-1.05, 0.37, 2.17], [-0.68, 0.15, 3.04], [-0.08, 0.20, 1.17], [-0.55, 0.94, -0.09], [-1.92, 0.60, -0.55], [-2.01, 0.95, -1.51], [-2.19, -0.86, -0.62], [-3.51, -1.11, -1.33], [-4.65, -0.41, -0.60], [-4.34, 1.08, -0.46], [-2.99, 1.28, 0.22], [-2.75, 2.35, 0.29], [-3.00, 0.87, 1.23], [-5.11, 1.57, 0.12], [-4.32, 1.55, -1.45], [-5.58, -0.54, -1.14], [-4.77, -0.85, 0.39], [-3.69, -2.18, -1.37], [-3.45, -0.75, -2.36], [-1.37, -1.35, -1.14], [-2.25, -1.24, 0.41], [0.15, 0.71, -0.90], [-0.53, 2.01, 0.10], [0.04, -0.88, 0.94], [1.30, 0.75, 1.61], [2.33, 0.47, 0.65], [2.98, 1.33, -0.21], [3.84, 0.74, -0.98], [3.81, -0.58, -0.64], [4.54, -1.65, -1.15], [4.31, -2.89, -0.60], [3.38, -3.08, 0.43], [2.64, -2.03, 0.94], [2.86, -0.78, 0.39], [1.94, -2.18, 1.75], [3.24, -4.07, 0.84], [4.86, -3.75, -0.96], [5.27, -1.50, -1.93], [2.73, 2.80, -0.25], [2.82, 3.36, 0.97], [3.53, 3.44, -1.07], [1.45, 3.06, -0.65], [1.22, 1.82, 1.78], [1.57, 0.27, 2.56]], "nbo_charge": [-0.73, 0.50, 0.08, -0.24, -0.34, 0.43, -0.23, -0.42, -0.40, -0.42, -0.23, 0.23, 0.25, 0.25, 0.21, 0.24, 0.21, 0.25, 0.21, 0.23, 0.23, 0.24, 0.24, 0.18, -0.23, -0.38, 0.24, -0.37, 0.07, -0.17, -0.22, -0.19, -0.27, 0.16, 0.21, 0.23, 0.23, 0.24, 0.96, -0.32, -0.27, -0.35, 0.24, 0.22], "smiles": "O[C@H](Cn1c(C(F)(F)F)nc2ccccc21)C[NH+]1CCCCC1", "charge": 1, "gap_ev": 8.9, "molar_mass_g_mol": 328.4, "homo_ha": -0.4255}


Record 3
{"formula": "C16H21N3O2", "method": "the ωB97M-V functional and the def2-TZVPD basis", "elements": ["C", "C", "C", "H", "H", "C", "C", "O", "N", "C", "N", "C", "C", "C", "C", "C", "C", "H", "H", "H", "H", "H", "N", "C", "O", "H", "H", "C", "C", "C", "H", "H", "H", "H", "H", "H", "H", "H", "H", "H", "H", "H"], "coordinates": [[3.34, 3.42, -0.60], [1.84, 3.12, -0.65], [1.45, 1.88, 0.17], [2.21, 1.69, 0.94], [0.51, 2.07, 0.69], [1.27, 0.56, -0.64], [0.97, -0.48, 0.43], [1.82, -1.03, 1.08], [-0.36, -0.70, 0.69], [-1.44, -0.24, -0.04], [-2.66, -0.46, 0.21], [-3.14, -1.08, 1.35], [-4.11, -2.08, 1.20], [-4.67, -2.67, 2.31], [-4.29, -2.28, 3.59], [-3.35, -1.28, 3.74], [-2.77, -0.68, 2.63], [-2.05, 0.12, 2.76], [-3.06, -0.95, 4.73], [-4.74, -2.74, 4.45], [-5.41, -3.45, 2.19], [-4.40, -2.37, 0.20], [-1.12, 0.47, -1.17], [0.13, 0.82, -1.61], [0.28, 1.37, -2.67], [-1.90, 0.73, -1.77], [-0.57, -1.33, 1.46], [2.56, 0.19, -1.40], [2.59, -1.25, -1.92], [1.45, -1.61, -2.86], [0.50, -1.64, -2.33], [1.37, -0.88, -3.66], [1.62, -2.59, -3.30], [2.60, -1.94, -1.07], [3.54, -1.38, -2.45], [2.65, 0.87, -2.25], [3.40, 0.33, -0.73], [1.53, 2.99, -1.68], [1.31, 3.98, -0.24], [3.92, 2.62, -1.04], [3.67, 3.56, 0.43], [3.55, 4.33, -1.15]], "nbo_charge": [-0.60, -0.42, -0.37, 0.23, 0.21, -0.27, 0.72, -0.58, -0.65, 0.61, -0.51, 0.11, -0.23, -0.19, -0.23, -0.21, -0.23, 0.21, 0.21, 0.21, 0.21, 0.22, -0.63, 0.73, -0.59, 0.44, 0.44, -0.38, -0.40, -0.61, 0.19, 0.22, 0.22, 0.21, 0.21, 0.23, 0.22, 0.23, 0.21, 0.20, 0.20, 0.21], "smiles": "CCCC1(CCC)C(=O)NC(=Nc2ccccc2)NC1=O", "e_above_lowest_kcal_mol": 13.8, "charge": 0, "gap_ev": 9.3, "molar_mass_g_mol": 287.4, "homo_ha": -0.3163}


Record 4
{"formula": "C16H21N3O3PdSSe", "method": "the ωB97M-V functional and the def2-TZVPD basis", "elements": ["Pd", "C", "C", "C", "C", "C", "C", "C", "C", "C", "C", "H", "H", "H", "H", "H", "H", "H", "H", "H", "H", "H", "H", "H", "H", "H", "Se", "N", "C", "C", "C", "C", "N", "C", "N", "H", "H", "H", "C", "S", "O", "O", "O", "H", "H", "H"], "coordinates": [[0.40, -0.13, -0.28], [2.23, 1.10, 0.34], [2.05, 0.16, 1.48], [0.82, 0.39, 2.01], [0.19, 1.46, 1.20], [1.15, 1.99, 0.30], [1.02, 3.15, -0.63], [-1.14, 2.06, 1.51], [0.21, -0.32, 3.17], [3.01, -0.90, 1.93], [3.41, 1.16, -0.57], [1.83, 3.87, -0.48], [0.08, 3.69, -0.46], [1.05, 2.86, -1.68], [-1.05, 2.79, 2.32], [-1.86, 1.31, 1.82], [-1.55, 2.59, 0.64], [0.49, 0.14, 4.13], [0.52, -1.36, 3.20], [-0.88, -0.31, 3.12], [3.31, -0.74, 2.97], [3.92, -0.90, 1.33], [2.58, -1.89, 1.84], [3.83, 2.17, -0.57], [3.12, 0.92, -1.60], [4.19, 0.47, -0.29], [-3.63, -2.94, 1.11], [-4.77, -1.80, 0.37], [-4.03, -0.93, -0.29], [-4.56, 0.17, -1.07], [-3.67, 0.98, -1.67], [-2.25, 0.74, -1.51], [-1.73, -0.22, -0.82], [-2.61, -1.09, -0.18], [-2.19, -2.10, 0.53], [-5.63, 0.31, -1.14], [-3.97, 1.83, -2.27], [-1.55, 1.41, -2.00], [0.29, -3.31, -2.46], [1.63, -2.26, -2.02], [2.76, -2.68, -2.81], [1.15, -0.88, -2.32], [1.78, -2.39, -0.57], [0.27, -3.42, -3.55], [-0.65, -2.88, -2.11], [0.44, -4.29, -2.00]], "nbo_charge": [0.80, 0.10, -0.05, -0.09, 0.01, -0.17, -0.63, -0.64, -0.63, -0.64, -0.68, 0.22, 0.21, 0.23, 0.23, 0.22, 0.22, 0.22, 0.23, 0.21, 0.21, 0.23, 0.25, 0.22, 0.26, 0.23, 1.01, -0.59, 0.06, -0.13, -0.26, 0.13, -0.45, 0.25, -0.59, 0.24, 0.24, 0.22, -0.90, 2.40, -0.98, -1.05, -1.04, 0.24, 0.22, 0.24], "charge": 0, "gap_ev": 5.3, "molar_mass_g_mol": 520.8, "homo_ha": -0.2590}


no.,maximum force (eV/Å),total energy (a.u.)
1,7.411,-1308.128091
2,1.046,-1161.207246
3,0.829,-937.101794
4,1.060,-3939.740835